Entry 1:
Density functional theory data (ωB97M-V with the def2-TZVPD basis set) for the molecule C9H9N3OS.

Computed properties:
- Multiplicity: 1
- Frontier orbital gap: 9.26 eV
- Energy above the lowest of the compared OMol25 structures with the same formula, charge and spin: 60.5 kcal per mole

Geometry (Å):
N 5.47 -0.84 0.52
C 4.26 -0.30 0.00
N 4.22 1.06 -0.30
N 2.87 1.40 -0.49
C 2.06 0.50 -0.15
C 0.57 0.88 -0.04
O -0.13 -0.43 -0.03
C -1.44 -0.31 0.05
C -2.15 0.86 0.53
C -3.62 1.00 0.30
C -4.30 -0.09 -0.05
C -3.69 -1.30 -0.23
C -2.27 -1.39 -0.18
S 2.70 -1.02 -0.02
H 6.19 -0.40 -0.06
H 5.67 -1.96 0.58
H 0.20 1.57 -0.94
H 0.46 1.41 0.90
H -1.65 1.88 0.61
H -4.14 1.97 0.26
H -5.35 -0.12 -0.24
H -4.33 -2.12 -0.74
H -1.63 -2.27 -0.29

Entry 2:
Density functional theory data (ωB97M-V with the def2-TZVPD basis set) for the molecule C11H17NO2S.

Computed properties:
- Multiplicity: 1
- Frontier orbital gap: 10.41 eV
- Energy above the lowest of the compared OMol25 structures with the same formula, charge and spin: 9.9 kcal per mole

Geometry (Å):
C -1.76 1.90 0.01
C -1.52 0.64 0.84
C -0.18 0.72 1.57
C 0.31 -0.58 2.23
C -0.80 -1.40 2.87
N 1.10 -1.36 1.28
S 0.51 -2.00 -0.15
O -0.89 -2.32 -0.10
O 1.43 -3.06 -0.46
C 0.77 -0.68 -1.32
C -0.20 -0.40 -2.26
C 0.03 0.61 -3.19
C 1.22 1.32 -3.16
C 2.19 1.02 -2.22
C 1.97 0.01 -1.30
H -0.99 2.02 -0.74
H -2.72 1.84 -0.49
H -1.76 2.78 0.65
H -2.33 0.53 1.56
H -1.53 -0.23 0.19
H 0.59 1.06 0.88
H -0.27 1.48 2.36
H 1.03 -0.29 3.01
H -1.38 -0.79 3.55
H -0.38 -2.23 3.43
H -1.46 -1.81 2.10
H 1.65 -2.08 1.72
H -1.12 -0.96 -2.26
H -0.73 0.84 -3.93
H 1.39 2.10 -3.88
H 3.12 1.57 -2.21
H 2.70 -0.25 -0.55

Entry 3:
Density functional theory data (ωB97M-V with the def2-TZVPD basis set) for the molecule C5H13NO2.

Computed properties:
- Multiplicity: 1
- Frontier orbital gap: 9.24 eV
- Energy above the lowest of the compared OMol25 structures with the same formula, charge and spin: 118.7 kcal per mole

Geometry (Å):
O 1.26 -2.45 2.96
C 1.17 -1.21 2.29
C 0.19 -0.94 1.19
C -0.14 0.54 0.92
N -1.18 0.33 -0.21
C -0.49 0.30 -1.51
C -0.53 1.78 -2.12
O -0.53 1.60 -3.50
H 0.70 -2.50 3.78
H 2.16 -1.06 1.94
H 1.36 -0.27 3.03
H -0.56 -1.82 0.94
H 0.66 -1.43 0.17
H 0.86 1.01 0.59
H -0.65 0.86 1.80
H -2.02 0.90 -0.12
H -0.90 -0.44 -2.18
H 0.56 -0.09 -1.48
H 0.07 2.56 -1.65
H -1.53 2.33 -2.07
H 0.46 1.58 -3.64

Entry 4:
Density functional theory data (ωB97M-V with the def2-TZVPD basis set) for C14H6BrN3O8Zn as an isolated structure.

Computed properties:
- Net charge: -2
- Multiplicity: 1
- Frontier orbital gap: 6.59 eV

Geometry (Å):
Zn 1.02 -0.88 0.25
O 1.65 -3.00 -5.14
C 1.42 -2.91 -3.95
C 0.11 -2.49 -3.33
O -0.99 -2.50 -3.87
C 0.47 -2.08 -1.98
C 1.82 -2.42 -1.69
O 2.34 -2.11 -0.56
C 2.40 -3.12 -2.83
O 3.45 -3.75 -2.90
O -0.25 -1.46 -1.11
Br -3.56 4.41 0.60
C -2.44 3.00 1.23
C -1.79 3.17 2.44
C -1.02 2.13 2.93
C -0.91 0.93 2.23
C -1.59 0.79 1.02
C -2.35 1.82 0.52
C -0.06 -0.18 2.84
O 0.05 -0.19 4.06
O 0.46 -1.03 2.06
H -1.90 4.10 2.99
H -0.51 2.22 3.87
H -1.55 -0.15 0.49
H -2.87 1.71 -0.42
O 0.45 -4.36 0.65
H 1.24 -3.82 0.50
H -0.28 -3.75 0.54
N 1.49 0.93 -0.02
C 1.36 2.09 -0.08
N 1.44 3.33 -0.09
C 0.72 4.31 -0.48
N 0.17 5.28 -0.78

Entry 5:
Density functional theory data (ωB97M-V with the def2-TZVPD basis set) for C36H30ClF6FeNNiO33PS2 as an isolated structure.

Computed properties:
- Multiplicity: 8
- Frontier orbital gap (alpha / beta): 6.63 / 6.24 eV

Geometry (Å):
Fe 1.12 -0.82 -1.55
Ni 0.80 0.09 2.11
Cl 4.52 -0.42 -0.47
O 3.96 0.79 -0.07
O 5.23 -1.04 0.59
O 3.33 -1.16 -0.76
O 5.33 -0.29 -1.67
P -0.71 -0.76 -0.02
O 0.74 -0.29 0.22
O -0.89 -0.29 1.43
O 0.10 -1.96 -0.49
O -0.54 0.05 -1.36
C -0.35 -4.26 -3.08
F -0.88 -4.16 -1.84
F -0.42 -5.61 -3.44
F -1.17 -3.53 -3.91
S 1.53 -3.66 -3.09
O 2.00 -3.97 -1.75
O 2.34 -4.32 -4.11
N 1.42 -1.87 -3.12
S 1.45 -1.50 -4.66
O 1.22 -2.58 -5.63
O 0.74 -0.29 -4.89
C 3.32 -1.10 -4.82
F 3.55 0.00 -4.26
F 4.12 -2.12 -4.24
F 3.60 -1.05 -6.11
C -2.06 3.11 4.67
C -3.33 3.57 5.05
C -4.58 3.22 4.32
O -5.67 3.65 4.47
C -4.36 2.18 3.30
C -3.17 1.64 3.02
C -1.91 2.04 3.61
O -0.77 1.59 3.39
O -3.09 0.67 2.06
O -3.55 4.42 6.12
H -1.27 3.52 5.27
H -5.21 1.84 2.72
H -2.20 0.44 1.78
H -4.49 4.61 6.09
C 3.09 2.93 -2.50
C 3.28 4.28 -2.77
C 2.10 5.17 -2.90
O 2.21 6.32 -3.23
C 0.88 4.58 -2.59
C 0.71 3.29 -2.31
C 1.80 2.31 -2.27
O 1.66 1.12 -2.17
O -0.56 2.82 -1.97
O 4.50 4.85 -2.94
H 3.98 2.38 -2.28
H -0.03 5.17 -2.56
H -0.60 1.90 -1.73
H 4.39 5.80 -3.05
C -2.36 -3.69 4.48
C -1.76 -2.60 3.93
C -0.57 -1.97 4.42
O 0.02 -1.03 3.89
C -0.10 -2.62 5.61
C -0.60 -3.72 6.22
C -1.82 -4.36 5.67
O -2.36 -5.32 6.19
O -0.04 -4.30 7.34
O -2.36 -1.97 2.87
H -3.19 -4.17 3.97
H 0.74 -2.16 6.11
H -0.63 -4.98 7.66
H -1.72 -1.39 2.45
C 3.42 -3.93 2.13
C 3.69 -5.25 2.20
C 2.65 -6.24 2.15
O 2.76 -7.47 2.20
C 1.34 -5.63 1.90
C 1.11 -4.27 1.70
C 2.13 -3.29 1.92
O 1.91 -2.03 1.96
O -0.14 -3.84 1.40
O 4.87 -5.72 2.65
H 4.26 -3.26 2.30
H 0.59 -6.35 1.60
H -0.09 -3.25 0.65
H 4.98 -6.66 2.82
C 0.49 5.76 0.74
C 0.29 4.47 1.00
C 1.37 3.46 1.26
O 1.18 2.24 1.48
C 2.69 3.97 1.06
C 2.94 5.29 0.82
C 1.86 6.34 0.86
O 1.99 7.55 0.83
O 4.18 5.70 0.38
O -0.99 3.95 1.02
H -0.35 6.35 0.41
H 3.46 3.22 0.95
H 4.17 6.65 0.30
H -1.65 4.62 0.79
C -2.35 0.40 -4.79
C -3.63 1.18 -4.40
O -4.64 0.26 -3.94
C -5.46 -0.29 -4.97
C -6.06 -1.51 -4.38
H -1.99 -0.21 -3.96
H -2.46 -0.35 -5.58
H -1.64 1.14 -5.15
H -3.52 1.92 -3.61
H -4.03 1.80 -5.21
H -6.22 0.40 -5.33
H -4.83 -0.54 -5.82
H -6.87 -1.87 -5.02
H -6.51 -1.40 -3.40
H -5.34 -2.33 -4.33

Entry 6:
Density functional theory data (ωB97M-V with the def2-TZVPD basis set) for C2H22O17Y as an isolated structure.

Computed properties:
- Net charge: -1
- Multiplicity: 1
- Frontier orbital gap: 5.98 eV
- Energy above the lowest of the compared OMol25 structures with the same formula, charge and spin: 22.1 kcal per mole

Geometry (Å):
Y -4.46 -12.75 18.88
C -5.20 -12.01 21.29
O -5.04 -13.30 20.94
O -4.76 -11.24 20.42
O -5.72 -11.81 22.44
C -6.85 -12.14 18.02
O -5.79 -11.31 17.98
O -6.52 -13.21 18.57
O -7.82 -12.05 17.25
O -6.72 -15.42 17.18
H -6.71 -14.63 17.74
H -6.27 -16.08 17.71
O -4.89 -8.93 18.08
H -4.36 -9.21 18.80
H -5.45 -9.70 17.91
O -4.04 -13.15 16.51
H -3.05 -13.10 16.42
H -4.40 -12.86 15.63
O -9.09 -10.23 18.94
H -8.41 -10.72 18.46
H -8.71 -9.37 19.10
O -8.93 -14.08 19.33
H -8.14 -13.72 18.94
H -8.49 -14.43 20.14
O -9.12 -13.99 16.06
H -8.57 -14.71 15.79
H -8.52 -13.40 16.49
O -7.53 -9.39 16.51
H -6.91 -10.01 16.88
H -8.34 -9.77 16.28
O -6.82 -15.06 21.19
H -6.04 -14.53 21.00
H -6.71 -15.85 20.68
O -6.68 -12.19 14.91
H -6.82 -12.36 15.88
H -6.83 -11.26 14.78
O -4.32 -15.08 18.59
H -4.10 -15.67 19.30
H -3.71 -15.38 17.91
O -11.05 -12.00 17.53
H -10.80 -11.12 17.81
H -10.20 -12.33 17.19

Number 1: F_max 5.54 eV Å⁻¹. Number 2: F_max 0.97 eV Å⁻¹. Number 3: F_max 5.31 eV Å⁻¹. Number 4: F_max 1.97 eV Å⁻¹. Number 5: F_max 11.01 eV Å⁻¹. Number 6: F_max 7.13 eV Å⁻¹.